The following is a DFT calculation (wB97M-V/def2-TZVPD) of a molecular structure, C23H30NO4S2V.

XYZ file:
```
61
Properties=species:S:1:pos:R:3
V -0.610 -0.495 -0.484
O 0.899 -1.210 -0.973
S 1.580 -2.579 -0.569
C 1.272 -2.676 1.251
C 2.148 -1.841 2.184
C 1.878 -0.320 2.244
C 0.757 0.105 3.213
S -0.731 0.769 2.410
O -0.908 -0.283 1.272
C -0.084 2.165 1.483
C -0.922 2.332 0.242
C -0.462 3.432 -0.744
C 0.718 4.232 -0.333
C 1.363 3.991 0.813
C 0.984 2.921 1.736
C 3.316 -2.191 -0.612
C 3.755 -0.881 -0.747
C 5.119 -0.639 -0.721
C 6.012 -1.692 -0.553
C 5.553 -2.999 -0.448
C 4.192 -3.262 -0.492
H 1.421 -3.741 1.450
H 0.207 -2.471 1.375
H 3.193 -1.996 1.918
H 2.038 -2.263 3.186
H 1.683 0.061 1.240
H 2.798 0.156 2.581
H 1.066 0.872 3.925
H 0.373 -0.737 3.792
H -2.623 3.022 0.960
H -1.258 4.041 -1.168
H 0.999 5.071 -0.958
H 2.184 4.631 1.109
H 1.585 2.793 2.629
H 3.047 -0.076 -0.896
H 5.493 0.368 -0.841
H 7.074 -1.492 -0.525
H 6.257 -3.813 -0.345
H 3.831 -4.283 -0.447
C -5.515 -0.568 -2.467
C -4.935 -0.929 -1.084
C -5.310 -2.369 -0.684
C -5.427 0.080 -0.016
C -3.501 -0.796 -1.123
N -2.348 -0.704 -1.165
H -6.601 -0.597 -2.388
H -5.209 -1.286 -3.227
H -5.218 0.433 -2.779
H -6.396 -2.430 -0.633
H -4.907 -2.631 0.294
H -4.964 -3.090 -1.423
H -6.510 -0.016 0.050
H -5.183 1.103 -0.299
H -5.000 -0.134 0.965
C 0.995 2.279 -2.625
O -0.189 2.317 -1.768
C -0.463 1.296 -0.781
O -2.293 2.228 0.514
H 0.863 3.035 -3.395
H 1.021 1.292 -3.077
H 1.893 2.469 -2.042
```

Computed properties:
- HOMO energy (alpha / beta): -17.59 / -17.59 eV
- Charge: +3
- LUMO energy (alpha / beta): -9.952 / -9.736 eV
- ⟨S²⟩: 1.175
- Multiplicity: 2

The following is a DFT calculation (wB97M-V/def2-TZVPD) of 3 unconnected molecules or ions with the total composition C8H24N2O3.

XYZ file:
```
37
Properties=species:S:1:pos:R:3
O 1.741 2.332 1.602
H 1.257 2.628 0.802
H 2.355 3.040 1.813
C -3.258 -2.263 2.462
C -2.297 -2.370 1.292
C -1.190 -1.322 1.405
O -0.570 -1.406 2.635
C 0.439 -0.417 2.778
N -1.771 -3.749 1.232
H -3.613 -1.241 2.583
H -2.748 -2.600 3.366
H -4.126 -2.911 2.331
H -2.859 -2.180 0.373
H -1.622 -0.317 1.232
H -0.499 -1.458 0.553
H -0.004 0.581 2.760
H 1.224 -0.553 2.032
H 0.894 -0.526 3.764
H -1.526 -4.020 2.182
H -0.879 -3.746 0.745
C 2.622 2.047 -1.988
C 1.111 1.976 -1.926
C 0.617 0.606 -1.545
O 0.989 -0.433 -2.417
C 0.550 -0.301 -3.744
N 0.613 2.977 -0.951
H 3.081 1.746 -1.039
H 2.988 3.052 -2.219
H 3.056 1.396 -2.748
H 0.761 2.281 -2.922
H -0.474 0.600 -1.395
H 1.059 0.366 -0.574
H 1.054 0.500 -4.303
H -0.524 -0.070 -3.794
H 0.772 -1.228 -4.265
H 1.150 3.828 -1.044
H -0.373 3.157 -1.067
```

Computed properties:
- HOMO energy: -9.12 eV
- Charge: 0
- LUMO energy: 0.637 eV
- SMILES string: COC[C@H](C)N.COC[C@H](C)N.O

The following is a DFT calculation (wB97M-V/def2-TZVPD) of a gas-phase ion, C5H13N2O (charge -1).

XYZ file:
```
21
Properties=species:S:1:pos:R:3
C -0.798 -0.094 2.394
O -1.749 0.599 3.046
C -0.788 0.410 0.832
C -0.184 -0.706 -0.080
C 0.178 -0.358 -1.512
C 1.344 0.609 -1.664
N 2.737 0.024 -1.604
N -2.197 0.654 0.483
H -1.105 -1.184 2.385
H 0.224 -0.030 2.825
H -0.114 1.262 0.683
H -0.937 -1.511 -0.209
H 0.657 -1.165 0.483
H -0.706 0.180 -1.936
H 0.177 -1.272 -2.143
H 1.342 1.144 -2.630
H 1.235 1.395 -0.907
H 2.563 -0.935 -1.313
H 3.306 0.419 -0.868
H -2.559 -0.299 0.334
H -2.627 0.855 1.401
```

Computed properties:
- HOMO energy: -2.57 eV
- Charge: -1
- LUMO energy: 3.837 eV
- SMILES string: NCCC[C@@H](N)C[O-]

Results for energy relative to the best compared isomer or geometry (same formula, charge and spin): 99.59 1.98 21.22 (in kcal per mole, following the order of the records).
Results for DFT total energy: -2989.37932 -654.39657 -383.03005 (in Ha, following the order of the records).